Model A:
ORCA calculation (ωB97M-V/def2-TZVPD) on one molecule with the formula FH3N2O2S.

Geometry as XYZ:
```
9
Properties=species:S:1:pos:R:3
S 0.263 2.562 -0.977
F -1.350 3.151 -0.851
O 0.966 -0.680 0.720
O 0.694 2.431 -2.336
N -0.234 0.896 -0.672
N -0.264 0.175 0.542
H 0.755 -1.402 0.172
H -0.177 0.361 -1.509
H -0.122 0.755 1.341
```

Calculated values
- Kohn-Sham gap (eV) = 9.97
- LUMO energy (eV) = 0.45
- net charge = 0

***

Model B:
ORCA calculation (ωB97M-V/def2-TZVPD) on FH3N2O2S as an isolated structure.

Geometry as XYZ:
```
9
Properties=species:S:1:pos:R:3
S 0.077 2.358 1.057
F 0.394 1.770 2.641
O -0.516 3.646 1.232
O 1.334 2.226 0.362
N 0.029 -0.159 -0.418
N -0.858 0.326 0.395
H -0.023 0.204 -1.361
H 0.940 -0.486 -0.105
H -0.775 -0.048 1.336
```

Calculated values
- Kohn-Sham gap (spin up / spin down) (eV) = 8.39 / 8.39
- LUMO energy (spin up / spin down) (eV) = -1.21 / -1.21
- net charge = 0

***

It turns out model B is the most stable, with the second structure 21.3 kcal/mol higher.

***

Model A:
ORCA calculation (ωB97M-V/def2-TZVPD) on an isolated ion of composition C3H7N2O and charge +1.

Geometry as XYZ:
```
13
Properties=species:S:1:pos:R:3
O 1.919 0.335 0.695
N -1.227 -0.292 -0.022
N 0.706 2.412 0.726
C 0.937 1.214 0.479
C 0.132 0.119 -0.530
C 1.287 -0.764 0.052
H 1.056 2.877 1.529
H 0.803 -1.422 0.722
H -1.053 -0.522 0.921
H -1.706 -1.033 -0.668
H -1.761 0.473 -0.304
H 1.950 -1.067 -0.746
H 0.209 0.298 -1.681
```

Calculated values
- Kohn-Sham gap (eV) = 10.32
- structure (SMILES) = [H]/N=C1\OC[C@H]1[NH3+]
- LUMO energy (eV) = -4.16
- net charge = +1

***

Model B:
ORCA calculation (ωB97M-V/def2-TZVPD) on a 2-piece molecular cluster, C3H7N2O overall.

Geometry as XYZ:
```
13
Properties=species:S:1:pos:R:3
O 2.208 0.165 0.910
N -0.316 -0.737 -1.022
N -1.081 -0.062 0.857
C -0.763 -1.141 0.162
C -0.433 0.625 -1.122
C -0.925 1.054 0.056
H -1.680 -0.062 1.670
H -0.289 1.183 -2.026
H -1.252 2.014 0.408
H 2.919 -0.470 0.758
H -0.065 -1.408 -1.738
H 2.597 1.012 0.661
H -0.922 -2.173 0.427
```

Calculated values
- Kohn-Sham gap (eV) = 11.46
- LUMO energy (eV) = -3.25
- net charge = +1

***

It turns out model B is the most stable, with the second structure 77.7 kcal/mol higher.

***

Model A:
ORCA calculation (ωB97M-V/def2-TZVPD) on an isolated ion of composition C3H7N2O and charge +1.

Geometry as XYZ:
```
13
Properties=species:S:1:pos:R:3
O -0.003 -1.090 -0.321
N -0.726 0.055 -0.531
N 1.516 0.440 0.171
C 0.419 1.108 0.110
C -2.037 0.080 0.066
C 1.429 -0.980 -0.067
H 2.422 0.927 0.262
H -2.620 -0.812 -0.275
H 0.272 2.177 0.071
H 1.730 -1.616 0.769
H -2.572 0.820 -0.435
H 1.978 -1.097 -1.017
H -1.806 -0.012 1.197
```

Calculated values
- Kohn-Sham gap (eV) = 8.49
- structure (SMILES) = C[N+]1=CNCO1
- LUMO energy (eV) = -5.27
- net charge = +1

***

Model B:
ORCA calculation (ωB97M-V/def2-TZVPD) on a 2-piece molecular cluster, C3H7N2O overall.

Geometry as XYZ:
```
13
Properties=species:S:1:pos:R:3
O 4.346 -1.470 -1.497
N 0.947 -0.525 0.012
N -1.090 0.840 0.059
C 3.329 -1.074 -1.316
C -2.123 0.183 0.816
C 0.189 0.532 -0.203
H 0.541 1.378 -0.762
H 1.915 -0.331 -0.181
H -1.727 -0.422 1.599
H 0.765 -1.275 0.680
H -1.510 1.578 -0.483
H -2.729 -0.379 0.203
H -2.853 0.965 1.074
```

Calculated values
- Kohn-Sham gap (eV) = 11.76
- LUMO energy (eV) = -3.60
- net charge = +1

***

Model C:
ORCA calculation (ωB97M-V/def2-TZVPD) on an isolated ion of composition C3H7N2O and charge +1.

Geometry as XYZ:
```
13
Properties=species:S:1:pos:R:3
O -1.288 -1.318 -0.395
N -2.320 -0.412 0.476
N 0.870 -1.101 0.618
C -0.637 0.865 -0.522
C -1.978 0.754 0.169
C -0.253 -0.627 -0.584
H 1.777 -0.880 0.271
H -0.836 1.485 -1.384
H 0.123 1.557 -0.053
H -2.437 1.702 0.566
H 0.168 -0.746 -1.598
H 0.532 -0.609 1.411
H 0.625 -2.131 0.518
```

Calculated values
- Kohn-Sham gap (eV) = 12.01
- structure (SMILES) = [NH3+][C@@H]1CC=NO1
- LUMO energy (eV) = -3.67
- net charge = +1

***

It turns out model B is the most stable, with the second structure 63.0 kcal/mol higher.

***

Model A:
ORCA calculation (ωB97M-V/def2-TZVPD) on a 2-piece molecular cluster, C4H11O3 overall.

Geometry as XYZ:
```
18
Properties=species:S:1:pos:R:3
O -0.862 2.747 -2.203
O 0.684 -1.525 1.996
O 1.356 -3.765 1.067
C -1.244 1.624 -1.351
C 0.960 -0.626 0.986
C -0.375 -0.152 0.289
C -0.092 1.103 -0.518
H 0.550 -4.070 1.499
H 1.190 -2.817 1.538
H -1.554 0.907 -2.126
H 0.770 0.990 -1.190
H -1.108 0.030 1.073
H -0.607 -0.977 -0.376
H 1.464 0.216 1.435
H 1.604 -1.048 0.171
H -0.793 3.510 -1.626
H -2.148 1.937 -0.832
H 0.205 1.916 0.169
```

Calculated values
- Kohn-Sham gap (eV) = 6.54
- LUMO energy (eV) = 3.27
- net charge = -1

***

Model B:
ORCA calculation (ωB97M-V/def2-TZVPD) on a 2-piece molecular cluster, C4H11O3 overall.

Geometry as XYZ:
```
18
Properties=species:S:1:pos:R:3
O -2.873 -0.577 0.131
O 0.694 1.790 -1.834
O 1.688 1.093 4.237
C 0.879 -0.317 -0.618
C 0.945 0.490 -1.996
C -1.641 -0.969 -0.528
C -0.484 -0.135 0.041
H 0.103 0.005 -2.610
H 2.485 0.900 3.719
H -0.436 -0.369 1.106
H 1.056 0.597 3.697
H 1.147 -1.377 -0.755
H -3.102 0.289 -0.178
H -0.714 0.911 -0.210
H 1.600 0.216 0.012
H -1.732 -0.785 -1.595
H -1.563 -2.013 -0.228
H 1.946 0.252 -2.391
```

Calculated values
- Kohn-Sham gap (eV) = 5.92
- LUMO energy (eV) = 3.46
- net charge = -1

***

Model C:
ORCA calculation (ωB97M-V/def2-TZVPD) on a 2-piece molecular cluster, C4H11O3 overall.

Geometry as XYZ:
```
18
Properties=species:S:1:pos:R:3
O -0.225 1.320 0.382
O 0.429 -0.490 -2.685
O -1.639 3.237 1.306
C -0.315 -0.939 -1.533
C 0.696 0.527 1.012
C 0.622 -1.517 -0.451
C 0.289 -0.953 0.941
H 0.703 0.402 -2.436
H 1.714 0.639 0.576
H 0.826 0.825 2.079
H 0.640 -2.610 -0.470
H 0.817 -1.574 1.652
H -2.488 2.771 1.281
H -0.997 -1.713 -1.898
H 1.634 -1.217 -0.706
H -0.782 -1.031 1.139
H -1.093 2.449 0.896
H -0.829 -0.127 -1.086
```

Calculated values
- Kohn-Sham gap (eV) = 7.48
- LUMO energy (eV) = 4.04
- net charge = -1

***

It turns out model C is the most stable, with the second structure 5.7 kcal/mol higher.

***

Model A:
ORCA calculation (ωB97M-V/def2-TZVPD) on a 2-piece molecular cluster, C6H17N2 overall.

Geometry as XYZ:
```
25
Properties=species:S:1:pos:R:3
N -0.321 1.140 -1.773
N -0.041 -3.833 0.681
C -0.785 -0.250 -1.377
C 0.896 1.001 1.501
C -0.229 1.274 -3.217
C 0.452 1.890 2.640
C -0.203 -0.016 1.059
C 0.001 -0.630 -0.227
H -1.860 -0.251 -1.177
H -0.281 1.521 3.309
H 1.285 2.089 3.301
H -1.223 0.390 1.024
H 0.563 1.282 -1.291
H 0.936 -3.666 0.770
H -1.226 1.152 -3.636
H -0.546 -0.910 -2.205
H 0.032 2.832 2.288
H 0.635 -1.513 -0.302
H -0.719 -3.129 0.470
H 0.034 2.300 -3.474
H -0.329 -0.776 1.826
H -0.470 -4.660 1.049
H 1.082 1.689 0.679
H 1.765 0.407 1.749
H 0.552 0.666 -3.666
```

Calculated values
- Kohn-Sham gap (eV) = 6.06
- LUMO energy (eV) = -6.95
- net charge = +1

***

Model B:
ORCA calculation (ωB97M-V/def2-TZVPD) on a 2-piece molecular cluster, C6H17N2 overall.

Geometry as XYZ:
```
25
Properties=species:S:1:pos:R:3
N 0.418 -1.356 2.098
N 3.008 1.504 -2.240
C -3.288 0.515 -1.103
C 0.922 0.008 1.732
C -1.020 0.706 0.274
C -1.775 0.256 -1.039
C 1.125 -2.415 1.307
C 0.390 0.401 0.423
H 0.615 -3.351 1.530
H -3.812 -0.435 -1.129
H 3.027 2.513 -2.129
H -0.561 -1.396 1.832
H 0.611 0.681 2.546
H 3.968 1.206 -2.149
H 2.138 -2.577 1.671
H -1.222 0.722 -1.854
H -1.064 1.813 0.274
H 1.146 -2.129 0.248
H -3.588 1.068 -0.216
H -3.526 1.070 -2.002
H 2.005 -0.025 1.817
H 1.055 0.801 -0.342
H -1.550 0.338 1.154
H 2.519 0.893 -1.610
H -1.541 -0.810 -1.094
```

Calculated values
- Kohn-Sham gap (eV) = 6.08
- LUMO energy (eV) = -7.12
- net charge = +1

***

It turns out model B is the most stable, with the second structure 1.3 kcal/mol higher.